A molecular structure, C21H21IrN2O3S4. Source: the OMol25 dataset; level of theory: the ωB97M-V functional and the def2-TZVPD basis.

- energy above the lowest of the compared OMol25 structures with the same formula, charge and spin (kJ/mol) = 326.7
- spin multiplicity = 2
- net charge = -1
- maximum force (eV/A) = 1.58
- HOMO energy (alpha / beta) (eV) = -4.5 / -4.5
- HOMO-LUMO gap (alpha / beta) (eV) = 6.72 / 5.63

Last column: Löwdin spin population.
CARTESIAN COORDINATES (ANGSTROEM)
Ir -0.0157 1.0571 1.7591  0.0842
C -3.3408 0.5115 -1.0505  0.0009
C -2.5478 1.1276 0.0705  0.0031
N -1.8608 0.3552 0.8775  0.0073
N -2.0412 -0.9866 0.7597  0.0026
C -1.4760 -1.7110 1.6576  -0.0019
S -0.5811 -1.1528 3.0076  -0.0105
S -1.6321 -3.4659 1.4368  -0.0007
C -1.3231 -3.5610 -0.3772  -0.0003
C 0.1098 -3.8816 -0.6743  0.0000
C 0.5886 -5.1823 -0.5327  0.0000
C 1.9140 -5.4803 -0.8021  -0.0001
C 2.7816 -4.4786 -1.2175  0.0002
C 2.3139 -3.1803 -1.3550  0.0013
C 0.9866 -2.8819 -1.0812  0.0013
C -2.5972 2.5480 0.2701  0.0000
C -3.2837 3.3702 -0.6489  0.0003
C -3.4531 4.7144 -0.4449  -0.0001
C -2.9187 5.3098 0.7081  0.0002
C -2.2244 4.5564 1.6153  -0.0003
C -2.0358 3.1607 1.4399  0.0006
O -1.4150 2.5000 2.3535  0.0011
H -3.2267 -0.5652 -1.0254  0.0001
H -2.9817 0.8956 -2.0055  0.0002
H -4.3984 0.7586 -0.9472  0.0000
H -1.6057 -2.5871 -0.7664  0.0001
H -1.9956 -4.3287 -0.7572  0.0000
H -0.0909 -5.9628 -0.2085  0.0000
H 2.2712 -6.4968 -0.6895  0.0000
H 3.8162 -4.7128 -1.4351  0.0000
H 2.9881 -2.3947 -1.6744  0.0005
H 0.6282 -1.8626 -1.1837  0.0012
H -3.6899 2.9276 -1.5488  0.0000
H -3.9927 5.3183 -1.1635  0.0000
H -3.0450 6.3730 0.8736  0.0000
H -1.7894 4.9957 2.5040  0.0000
C 2.5816 0.6860 -2.3735  0.0125
C 2.0091 0.5658 -0.9812  0.1497
S 0.4462 1.2080 -0.7684  0.2842
C 2.6932 -0.0669 0.0324  0.1240
C 4.0718 -0.6505 -0.1554  0.0059
S 2.0495 -0.2948 1.5880  0.3042
H 1.8723 1.1977 -3.0193  0.0015
H 2.7915 -0.2971 -2.8041  0.0028
H 3.5100 1.2608 -2.3575  0.0058
H 4.3651 -0.6979 -1.2030  0.0003
H 4.1025 -1.6535 0.2718  0.0017
H 4.8031 -0.0438 0.3823  0.0022
O 1.9760 4.4277 3.3893  0.0013
C 1.4716 3.3156 3.4158  0.0004
O 1.3890 2.4790 2.4554  0.0126
H 1.0317 2.9576 4.3836  -0.0002